# 1
Here is C30H33Br2F5N4O5PSr as an isolated structure from the OMol25 dataset. Energies are from wB97M-V/def2-TZVPD.

Output
energy relative to the best compared isomer or geometry (same formula, charge and spin): 125.6 kJ/mol
total charge: -1
E_LUMO: 2.232 eV
multiplicity: 1

Atoms and positions in Å:
C1 -2.4423 -4.8137 -0.3768
C2 2.1344 0.5407 -3.2806
H1 -0.8280 1.5460 -2.4584
H2 1.0463 -3.0319 -0.0189
H3 4.0153 2.0049 -0.7937
H4 3.5740 3.1952 2.7911
H5 2.5727 0.9689 -0.7031
Br1 -1.2590 -6.0474 -1.1976
C3 4.2655 -2.0979 -1.7732
H6 3.5302 1.4930 -4.6293
C4 -3.5234 -0.3318 0.6384
H7 -0.2746 3.3885 -4.0309
C5 3.0394 -1.4713 -2.0421
F1 -1.7719 -3.0785 -3.7924
H8 2.7892 3.9981 -0.1362
C6 0.1169 1.0356 4.4829
H9 -0.4389 0.1020 4.3948
C7 1.6811 2.5734 -4.4571
N1 3.0456 -0.4715 -3.0020
F2 -1.3140 -0.3741 -4.3101
H10 1.3503 3.2260 3.5005
O1 -0.9544 -3.0571 -0.8863
H11 1.8084 4.0613 1.3425
C8 -1.9606 -0.8156 -3.1231
H12 0.1734 3.8220 4.6882
C9 2.1196 3.4279 0.5103
H13 4.4517 1.7122 2.3853
C10 3.4091 1.3738 -0.1404
H14 3.1330 -4.2151 0.6000
H15 -3.8934 -6.3221 0.0857
O2 -0.4754 1.6850 2.1838
O3 1.9988 1.3025 1.8111
H16 0.0851 1.3855 5.5159
F3 -3.5620 -2.5049 -2.6844
H17 -2.5001 1.3802 3.7971
C11 -0.4816 2.0930 3.5564
C12 -5.0061 -2.0411 1.4513
H18 -5.8997 -2.3479 1.9776
O4 0.1858 0.8674 -0.0128
C13 -3.2503 1.1182 0.3727
C14 2.8376 2.1752 1.0260
H19 -2.2811 1.4095 0.7733
H20 1.2393 3.1421 -0.0570
C15 2.5487 1.5419 -4.1727
C16 4.3141 -3.0901 -0.8192
C17 -2.0434 -3.4688 -0.3696
H21 4.6982 3.1865 1.4204
H22 -2.3832 3.0412 3.1978
C18 -1.9537 2.3196 3.8949
C19 1.9852 -2.7781 -0.4940
C20 -4.4881 -4.3891 0.7685
H23 -4.0237 1.7438 0.8165
F4 -3.3475 -1.9614 -4.7689
Br2 -6.1357 -5.0486 1.4758
N2 0.9438 0.5535 -2.7059
C21 -2.9883 -2.5476 0.2394
H24 -0.0765 4.1269 2.9545
C22 0.1259 1.5713 -2.9725
Sr1 -0.4443 -0.9533 -0.9423
C23 0.2921 3.4059 3.6861
C24 -2.6570 -2.0824 -3.5953
H25 1.9706 3.3514 -5.1521
H26 5.2519 -3.5792 -0.5882
O5 0.4826 -0.7084 1.9649
C25 -4.6733 -0.7210 1.3563
F5 -3.0374 0.1170 -3.0059
H27 4.0159 0.5452 0.2315
H28 5.1582 -1.7914 -2.3052
C26 3.1469 -3.4426 -0.1548
C27 3.9632 2.5940 1.9678
H29 -5.2999 0.0376 1.8076
P1 0.5398 0.6673 1.4286
H30 -2.0597 2.6958 4.9135
C28 0.4389 2.6006 -3.8369
H31 -3.2322 1.2837 -0.7076
N3 1.9190 -1.8147 -1.4163
H32 1.1494 0.8353 4.1988
C29 -3.6424 -5.2735 0.1576
H33 3.9418 -0.3342 -3.4317
C30 -4.1892 -3.0127 0.8373
N4 -2.6967 -1.2278 0.1426

# 2
Here is C30H33N5O2STl as an isolated structure from the OMol25 dataset. Energies are from wB97M-V/def2-TZVPD.

Output
total charge: +1
E_LUMO: -5.473 eV
multiplicity: 1

Atoms and positions in Å:
H1 2.5727 -1.8643 -3.1381
C1 -0.8763 2.4081 1.7441
H2 2.4603 -0.7003 2.9286
H3 4.2580 -1.4303 0.5732
H4 3.0369 -2.4641 1.3245
H5 -3.3613 -2.6524 -1.7613
C2 1.9265 -1.0900 -3.5438
H6 0.2123 -4.3260 -1.8782
C3 0.5161 -1.2324 -3.1416
C4 -3.1100 -0.5044 -3.7841
C5 -2.9717 3.0243 -1.1812
C6 3.3002 -1.4310 1.0999
C7 -0.4093 -3.2806 3.6875
H7 -3.5531 0.2230 -3.1031
C8 -0.2683 0.8578 -4.5173
O1 2.6420 2.3053 4.7027
C9 -0.6139 -1.0968 2.7242
C10 -1.4288 -2.1092 -2.4955
N1 -0.9905 1.0763 1.7486
H8 1.6991 -3.4068 -1.9125
H9 2.2878 2.2250 0.9418
N2 -2.3207 2.4194 -0.1877
C11 -0.4101 0.3810 2.7360
C12 -0.5527 -0.3604 -3.7094
C13 -1.4337 4.5177 0.4739
N3 -1.2304 -1.6051 1.6578
C14 3.5752 0.8699 1.9964
C15 -1.4462 -2.9175 1.5883
C16 -1.7319 -0.8971 -3.3628
C17 -2.9109 4.3859 -1.4016
H10 -2.0230 6.2111 -0.6932
H11 -3.7784 -1.3647 -3.8163
C18 -2.4496 -3.1147 -2.1353
H12 0.2898 -1.5010 4.6405
H13 -3.5733 2.3855 -1.8189
H14 -1.1576 1.1944 -5.0476
H15 4.5648 1.0398 1.5646
C19 -0.0542 -2.2433 -2.3589
C20 0.5848 2.3624 3.6395
C21 -1.0538 -3.8021 2.5738
H16 0.5176 0.6824 -5.2525
S1 0.8731 1.0364 -1.0200
N4 2.5546 1.2547 1.0081
H17 1.9965 -1.1060 -4.6355
C22 0.3928 0.9888 3.6839
H18 -0.8073 5.0973 1.1337
H19 3.4517 1.5149 2.8715
H20 0.0705 1.6763 -3.8756
H21 1.8304 -1.4556 -0.4713
N5 2.2608 -0.8778 0.2295
H22 4.2058 -0.9244 2.9885
H23 -2.0802 -3.8519 -1.4285
H24 -3.4678 4.8358 -2.2108
H25 -0.0384 4.1593 2.7226
C23 -0.1895 -1.9184 3.7678
H26 -0.0908 -3.9285 4.4933
C24 -1.5653 3.1420 0.6416
H27 -3.0941 -0.0598 -4.7784
C25 3.3834 -0.5883 2.3598
H28 0.5830 -3.2352 -0.5510
O2 1.3904 4.1946 4.8717
H29 -1.9720 -3.2664 0.7071
Tl1 -1.6912 -0.0317 -0.4070
H30 -2.7309 -3.6423 -3.0570
C26 -2.1147 5.1422 -0.5547
H31 -1.2615 -4.8585 2.4809
C27 -0.1267 3.0826 2.6957
H32 0.9449 0.4319 4.4273
C28 0.6458 -3.3554 -1.6369
H33 2.2864 -0.1078 -3.2263
C29 1.9705 0.4247 0.1641
C30 1.6557 3.0518 4.5007

# 3
Here is C30H33N6OSe2SiTi as an isolated structure from the OMol25 dataset. Energies are from wB97M-V/def2-TZVPD.

Output
total charge: +2
E_LUMO (spin up / spin down): -5.974 / -10.150 eV
expectation value of S²: 0.754
multiplicity: 2

Atoms and positions in Å:
Se1 2.0600 -2.0843 -0.6749
C1 -1.3264 1.2175 4.2113
H1 -4.0551 -2.9414 4.3423
H2 -3.4976 5.8914 1.9970
C2 1.7933 1.0945 3.3197
N1 0.9161 -0.5313 1.8269
C3 -1.5107 -0.8258 5.4456
H3 4.5471 -2.1965 -0.6135
O1 -1.7702 -0.3738 1.4618
C4 2.4012 0.0782 4.0448
H4 -0.0739 1.5958 7.3182
C5 1.0550 0.7458 2.1924
H5 -4.0543 -5.3966 4.2681
H6 1.7758 1.9977 -2.3374
H7 -2.6862 -6.5836 2.5962
H8 -1.8099 -1.8610 5.5141
C6 -6.1087 1.5001 2.9613
C7 -4.9221 0.8690 3.3018
C8 0.9902 -2.1681 -2.3298
C9 -3.4462 -3.4573 3.6148
C10 -3.4447 -4.8403 3.5735
H9 -4.4678 1.0554 4.2647
H10 0.1561 -0.8879 -3.8399
H11 2.9877 0.3137 4.9218
N2 -2.6167 5.4186 2.1148
H12 2.0524 1.2372 -0.7367
C11 -0.7259 1.8312 5.2949
H13 -1.2764 -5.3016 1.0200
H14 4.0485 -1.1180 -1.9398
Ti1 -0.4670 0.5780 0.8746
H15 0.9081 2.6166 -0.9081
H16 0.0414 -2.6366 -2.0618
H17 -4.6717 2.7415 -1.2097
C12 1.3125 1.7188 -1.3896
C13 -0.5255 1.1157 6.4641
H18 1.8799 2.1301 3.6188
C14 -2.6704 -5.5046 2.6366
H19 -1.2888 -2.8331 1.0795
C15 3.8551 -2.0644 -1.4422
H20 1.2979 -2.5427 2.1870
N3 -3.2601 3.8221 0.5928
H21 -6.5760 0.1734 -0.1089
Si1 -2.6372 -0.8396 2.7630
H22 -7.6150 1.7616 1.4676
C16 -0.9861 2.5673 1.0422
N4 -3.8253 2.2463 -0.9830
H23 2.6865 -2.0523 4.1940
H24 -0.7602 -0.7703 7.4461
N5 -1.1769 3.6769 1.6781
C17 -6.1076 0.3804 0.8405
N6 -1.8177 2.0296 0.1457
H25 3.9514 -2.8902 -2.1404
C18 -1.8888 -4.7865 1.7458
H26 -1.9151 5.8087 2.7235
C19 -2.9851 2.7169 -0.0702
H27 1.5127 -2.8217 -3.0303
H28 -0.4346 2.8695 5.2313
C20 -6.6949 1.2627 1.7308
C21 1.4647 -1.5250 2.5303
H29 -6.5756 2.1685 3.6682
C22 -1.8938 -3.4043 1.7825
C23 -1.7341 -0.1145 4.2677
C24 0.7707 -0.7998 -2.9398
C25 2.2340 -1.2426 3.6445
C26 -2.3609 4.3122 1.4423
C27 -4.3240 -0.0096 2.4082
C28 -4.9272 -0.2566 1.1794
H30 -4.4765 -0.9595 0.4919
C29 -0.9128 -0.2130 6.5344
C30 -2.6695 -2.7298 2.7215
Se2 -0.1840 0.4957 -1.7588
H31 1.7166 -0.3284 -3.2134
H32 -3.5879 1.4004 -1.4762
H33 -1.5142 1.7884 3.3051